This record from the OMol25 dataset describes C32H31BrF4N2PRu as an isolated structure. The level of theory is ωB97M-V with the def2-TZVPD basis set.

The geometry in XYZ format:
```
72
Properties=species:S:1:pos:R:3:forces:R:3:mulliken_spin:R:1
Ru -0.890 0.680 -0.451 0.3 0.6 0.8 1.0039
C -0.842 2.670 -1.332 -0.1 0.0 0.0 0.0264
C -1.085 2.786 0.088 0.0 0.0 0.0 -0.0423
C -2.321 2.142 0.377 0.0 -0.1 -0.2 -0.0573
C -2.826 1.598 -0.863 0.0 -0.1 0.0 -0.0471
C -1.956 1.990 -1.916 0.1 -0.1 -0.1 0.0619
C -2.195 1.733 -3.365 0.0 0.0 0.0 -0.0075
C -4.121 0.878 -1.022 0.0 0.0 0.0 -0.0026
C -3.141 2.219 1.621 0.0 0.0 0.1 0.0035
C -0.230 3.551 1.042 0.0 0.0 0.0 0.0073
C 0.300 3.288 -2.070 0.0 0.0 0.0 -0.0026
H -1.351 2.041 -3.979 0.0 0.0 0.0 -0.0003
H -3.068 2.306 -3.686 0.0 0.0 0.0 0.0030
H -2.405 0.682 -3.559 0.0 0.0 0.0 0.0014
H -4.915 1.595 -1.246 0.0 0.0 0.0 -0.0032
H -4.401 0.355 -0.108 0.0 0.0 0.0 -0.0022
H -4.085 0.162 -1.842 0.0 0.0 0.0 -0.0003
H -4.075 2.731 1.382 0.0 0.0 0.0 -0.0009
H -2.641 2.801 2.390 0.0 0.0 0.0 0.0004
H -3.401 1.242 2.026 0.0 0.0 0.0 0.0001
H -0.471 4.614 0.971 0.0 0.0 0.0 -0.0011
H 0.827 3.436 0.805 0.0 0.0 0.0 -0.0017
H -0.395 3.229 2.068 0.0 0.0 0.0 0.0014
H -0.080 4.002 -2.802 0.0 0.0 0.0 -0.0022
H 0.897 2.553 -2.610 0.0 0.0 0.0 -0.0021
H 0.964 3.820 -1.393 0.0 0.0 0.0 -0.0008
F 2.911 -0.314 6.861 0.0 0.0 0.0 0.0001
C 2.397 -0.252 5.655 0.0 0.0 0.0 0.0009
C 3.079 -0.787 4.577 0.0 0.0 0.0 0.0006
F 4.249 -1.372 4.750 0.0 0.0 0.0 -0.0001
C 2.518 -0.718 3.313 0.0 0.0 0.0 -0.0028
F 3.201 -1.292 2.321 0.0 -0.1 0.1 -0.0001
C 1.289 -0.104 3.076 0.1 0.2 0.0 -0.0016
P 0.667 -0.081 1.361 -0.3 -0.6 -0.5 0.0199
C 2.148 0.108 0.337 0.0 0.1 -0.1 -0.0092
C 2.521 -0.762 -0.683 0.0 0.0 0.0 0.0223
C 3.625 -0.470 -1.472 0.0 0.0 0.0 -0.0124
C 4.358 0.687 -1.252 0.0 0.0 0.0 0.0236
C 3.989 1.560 -0.234 0.0 0.0 0.0 -0.0125
C 2.887 1.276 0.553 0.0 0.0 0.0 0.0349
C -0.091 -1.722 1.181 0.0 -0.1 0.1 -0.0234
C -1.489 -1.720 1.284 0.0 0.1 0.0 0.0178
C -2.207 -2.910 1.194 0.0 0.0 0.0 0.0043
C -1.529 -4.104 1.010 0.0 0.0 0.0 0.0036
C -0.138 -4.112 0.916 0.0 0.0 0.0 0.0056
C 0.583 -2.932 1.001 0.0 0.0 0.0 0.0048
C 0.604 0.396 4.186 0.0 0.0 0.0 -0.0046
Br -1.132 1.082 4.047 -0.1 0.1 -0.1 0.0002
C 1.152 0.329 5.453 0.0 0.0 0.0 0.0018
F 0.497 0.799 6.502 0.0 0.0 0.0 0.0000
H 1.970 -1.677 -0.858 0.0 0.0 0.0 -0.0007
H 3.921 -1.158 -2.252 0.0 0.0 0.0 -0.0003
H 5.223 0.904 -1.863 0.0 0.0 0.0 0.0008
H 4.568 2.455 -0.049 0.0 0.0 0.0 -0.0002
H 2.620 1.952 1.359 0.0 0.0 0.0 0.0032
H -2.011 -0.794 1.525 0.0 0.0 -0.1 -0.0124
H -3.284 -2.902 1.296 0.0 0.0 0.0 0.0001
H -2.077 -5.036 0.962 0.0 0.0 0.0 0.0001
H 0.386 -5.052 0.799 0.0 0.0 0.0 0.0002
H 1.664 -2.953 0.951 0.0 0.0 0.0 -0.0005
C -0.303 -3.909 -3.596 0.0 0.0 0.0 -0.0004
N -0.175 -2.512 -3.181 0.0 0.0 0.0 0.0072
C 0.502 -1.520 -3.851 0.0 -0.1 0.0 0.0005
C 0.371 -0.398 -3.103 0.0 0.1 0.0 0.0377
N -0.373 -0.690 -1.977 0.0 -0.1 0.0 -0.0674
C -0.682 -1.980 -2.067 -0.1 0.1 0.0 0.0270
H -0.018 -3.988 -4.640 0.0 0.0 0.0 0.0000
H -1.336 -4.230 -3.487 0.0 0.0 0.0 0.0002
H 0.349 -4.539 -2.996 0.0 0.0 0.0 0.0005
H 1.006 -1.702 -4.784 0.0 0.0 0.0 -0.0001
H 0.775 0.580 -3.287 0.0 0.0 0.0 -0.0036
H -1.276 -2.537 -1.362 0.0 0.0 0.1 -0.0005
```
Positions in Å, forces in eV/Å.

Values from the calculation:
Frontier orbital gap (alpha / beta)   0.2696 / 0.2560 Ha
Charge   +2
Energy relative to the best compared isomer or geometry (same formula, charge and spin)   10.1 kcal per mole
2S+1   2
E_LUMO (alpha / beta)   -6.77 / -7.38 eV



This record from the OMol25 dataset describes C32H31Cl3GeIrN3O3Te as an isolated structure at a distorted geometry. The level of theory is ωB97M-V with the def2-TZVPD basis set.

The geometry in XYZ format:
```
75
Properties=species:S:1:pos:R:3:forces:R:3:mulliken_spin:R:1
Ir -0.458 2.857 1.559 0.7 0.0 -0.6 0.1614
Cl 1.447 3.253 4.891 0.0 0.0 0.1 0.0273
Ge 1.728 2.703 2.850 -0.3 -0.3 -0.1 0.2090
Cl 2.465 0.675 2.837 0.1 0.0 0.0 0.0573
Cl 3.312 3.917 2.084 0.0 0.1 -0.1 0.0692
N -7.772 3.617 0.706 0.0 0.0 0.0 0.0000
C -6.640 3.514 0.866 0.1 0.0 0.0 0.0014
C -5.217 3.386 1.055 -0.1 0.0 0.0 0.0015
C -4.716 2.911 2.265 0.0 0.0 0.0 0.0107
C -3.347 2.788 2.442 0.0 -0.1 -0.1 0.0346
C -2.495 3.124 1.402 0.0 -0.2 0.0 0.2545
C -2.983 3.626 0.203 0.0 0.0 0.0 -0.0362
C -4.354 3.744 0.025 0.0 0.0 0.0 0.0107
H -5.399 2.643 3.060 0.0 0.0 0.0 0.0013
H -2.958 2.417 3.382 0.0 0.0 0.0 0.0098
H -2.313 3.924 -0.595 0.0 0.0 0.0 0.0110
H -4.755 4.125 -0.905 0.0 0.0 0.0 0.0024
O -0.735 4.471 2.773 0.4 0.6 -0.2 0.0060
N -0.311 5.367 1.974 -0.1 -0.8 -0.2 0.0041
O 0.019 4.755 0.911 -0.3 0.5 0.4 -0.0118
C -0.128 -5.657 -4.733 0.0 0.0 0.0 -0.0001
C -0.157 -4.431 -3.866 0.0 -0.1 0.0 0.0001
C -0.793 -4.439 -2.633 0.1 0.0 0.0 0.0004
C -0.841 -3.322 -1.807 0.1 0.1 0.0 -0.0007
C -1.586 -3.443 -0.508 -0.2 0.0 0.0 0.0002
C -0.191 -2.163 -2.254 0.1 0.1 -0.3 -0.0009
Te -0.248 -0.320 -1.243 -0.1 -0.4 0.3 -0.0054
N -0.492 1.038 1.219 -0.4 0.7 0.7 0.0597
C -0.553 -0.175 1.528 0.1 -1.0 -0.6 0.0673
O -0.362 -1.138 0.553 0.0 0.7 0.0 0.0113
C -0.831 -0.730 2.858 0.0 0.1 0.2 0.0054
C -1.123 -2.085 3.016 0.0 0.1 0.0 0.0063
C -1.369 -2.596 4.279 0.0 0.0 0.0 -0.0062
C -1.318 -1.762 5.388 0.0 0.0 0.0 0.0129
C -1.023 -0.414 5.235 0.0 0.0 0.0 -0.0045
C -0.784 0.103 3.975 -0.1 -0.1 0.1 0.0184
C 1.743 0.266 -1.123 -0.1 -0.2 -0.1 -0.0039
C 2.004 1.616 -1.380 0.0 0.1 0.0 -0.0087
C 0.984 2.623 -1.851 0.0 0.0 0.0 0.0325
C 3.314 2.057 -1.239 0.0 0.0 0.1 -0.0075
C 4.336 1.204 -0.854 0.0 0.0 0.0 -0.0031
C 5.737 1.705 -0.670 0.0 0.0 0.0 -0.0001
C 4.033 -0.138 -0.629 0.0 0.0 0.0 0.0047
C 2.751 -0.646 -0.759 0.1 0.0 0.0 -0.0027
C 2.544 -2.119 -0.515 0.0 0.0 0.0 -0.0011
C 0.415 -2.098 -3.523 -0.2 -0.1 0.1 0.0001
C 1.020 -0.846 -4.110 0.0 0.0 0.1 -0.0001
C 0.423 -3.247 -4.299 0.1 0.1 0.0 -0.0004
H -0.609 -6.501 -4.243 0.0 0.0 0.0 0.0000
H 0.898 -5.939 -4.970 0.0 0.0 0.0 0.0000
H -0.642 -5.472 -5.677 0.0 0.0 0.0 0.0000
H -1.282 -5.346 -2.299 0.0 0.0 0.0 0.0000
H -2.168 -4.363 -0.501 0.0 0.0 0.0 0.0000
H -2.285 -2.619 -0.349 0.1 0.0 0.0 -0.0001
H -0.904 -3.473 0.336 0.1 0.0 0.0 0.0002
H -1.162 -2.735 2.157 0.0 0.0 0.0 0.0014
H -1.601 -3.645 4.399 0.0 0.0 0.0 0.0000
H -1.505 -2.165 6.374 0.0 0.0 0.0 0.0006
H -0.976 0.234 6.100 0.0 0.0 0.0 0.0002
H -0.546 1.152 3.861 -0.1 0.0 0.0 0.0062
H -0.055 2.341 -1.665 0.0 0.0 0.0 -0.0063
H 1.086 2.789 -2.926 0.0 0.0 0.0 0.0006
H 1.144 3.581 -1.357 0.0 0.0 0.0 -0.0012
H 3.531 3.103 -1.420 0.0 0.0 0.0 -0.0002
H 5.791 2.786 -0.785 0.0 0.0 0.0 0.0002
H 6.410 1.249 -1.398 0.0 0.0 0.0 0.0001
H 6.108 1.447 0.323 0.0 0.0 0.0 0.0000
H 4.824 -0.813 -0.324 0.0 0.0 0.0 -0.0004
H 3.403 -2.519 0.019 0.0 0.0 0.0 0.0000
H 2.452 -2.666 -1.455 0.0 0.0 0.0 0.0000
H 1.661 -2.333 0.085 0.0 0.0 0.0 0.0007
H 0.415 0.052 -3.927 0.0 0.0 0.0 0.0000
H 1.088 -0.944 -5.191 0.0 0.0 0.0 0.0000
H 2.020 -0.651 -3.725 0.1 0.0 0.0 0.0001
H 0.883 -3.209 -5.280 0.0 0.0 0.0 0.0000
```
Positions in Å, forces in eV/Å.

Values from the calculation:
Frontier orbital gap (alpha / beta)   0.2469 / 0.2217 Ha
Charge   +1
Energy relative to the best compared isomer or geometry (same formula, charge and spin)   18.8 kcal per mole
2S+1   2
E_LUMO (alpha / beta)   -4.51 / -5.67 eV



This record from the OMol25 dataset describes a 4-piece molecular cluster, C32H31F24NO5 overall. The level of theory is ωB97M-V with the def2-TZVPD basis set.

The geometry in XYZ format:
```
93
Properties=species:S:1:pos:R:3:forces:R:3:lowdin_charge:R:1
C 7.495 -3.471 -1.292 -0.2 -0.1 0.1 -0.0506
C 6.071 -3.508 -1.781 0.0 0.1 -0.1 -0.2676
C 5.508 -4.696 -2.241 -0.1 0.0 0.0 -0.0543
C 4.191 -4.737 -2.672 -0.1 0.2 0.0 -0.0757
C 3.412 -3.586 -2.649 0.2 0.0 0.0 -0.0459
C 3.961 -2.391 -2.198 -0.1 -0.1 0.0 -0.2112
C 3.135 -1.128 -2.161 0.1 -0.3 0.1 -0.1217
N 1.735 -1.367 -1.787 -0.1 0.7 0.2 0.0964
C 1.439 -1.341 -0.449 0.2 -0.4 0.3 -0.5524
O 2.201 -1.659 0.433 0.0 0.4 -0.4 0.1282
O 0.167 -0.921 -0.151 -0.1 -0.2 -0.1 -0.0070
C -0.891 -1.743 -0.652 -0.3 -0.6 0.0 -0.1624
C -0.868 -3.166 -0.089 0.1 -0.1 0.0 -0.1070
C -1.742 -4.074 -0.918 -0.1 -0.1 0.0 -0.2300
C -3.106 -3.818 -1.037 0.0 -0.1 -0.1 -0.0372
C -3.909 -4.630 -1.828 0.1 0.1 0.0 -0.0785
C -3.357 -5.709 -2.507 -0.1 0.1 0.0 -0.0943
C -2.003 -5.981 -2.381 0.2 0.1 0.1 -0.0824
C -1.200 -5.166 -1.591 -0.1 0.2 0.0 -0.0365
C 5.283 -2.360 -1.770 0.0 -0.2 -0.1 -0.0010
H 8.184 -3.784 -2.075 0.1 0.0 0.0 0.0801
H 7.757 -2.470 -0.955 0.1 0.0 -0.1 0.0722
H 7.622 -4.149 -0.447 0.0 0.0 0.0 0.0822
H 6.091 -5.609 -2.249 0.1 0.0 0.0 0.1112
H 3.763 -5.666 -3.026 0.0 0.0 0.0 0.1009
H 2.376 -3.612 -2.961 0.0 0.0 0.0 0.1044
H 3.137 -0.643 -3.138 -0.1 -0.1 0.0 0.1316
H 3.582 -0.429 -1.452 0.0 0.0 0.0 0.1243
H 1.059 -0.865 -2.340 0.0 0.0 -0.1 0.1385
H -0.897 -1.816 -1.744 0.1 0.3 0.0 0.1313
H -1.814 -1.276 -0.332 0.0 0.2 -0.2 0.0906
H 0.152 -3.557 -0.101 0.0 0.0 0.0 0.1159
H -1.208 -3.171 0.949 0.1 0.1 0.0 0.1227
H -3.546 -2.984 -0.501 0.0 0.0 0.0 0.1076
H -4.965 -4.414 -1.920 0.0 0.0 0.0 0.1024
H -3.988 -6.330 -3.129 0.0 0.0 0.0 0.1004
H -1.558 -6.821 -2.898 -0.1 0.0 0.0 0.1020
H -0.140 -5.365 -1.483 0.0 -0.1 -0.1 0.1100
H 5.706 -1.431 -1.403 0.0 0.0 0.0 0.1183
C -1.237 -4.345 4.740 -0.5 0.2 0.1 -0.0442
C -0.580 -5.722 4.903 0.1 0.0 -0.2 -0.4437
C 0.443 -5.897 6.029 0.0 -0.1 0.1 -0.3093
F 1.497 -5.076 5.865 0.0 0.0 0.0 0.0998
F 0.889 -7.173 6.009 0.0 0.0 0.0 0.0989
F -0.056 -6.133 3.732 0.0 0.0 0.0 0.1402
F -1.597 -6.577 5.227 -0.1 0.0 0.1 0.0964
O -0.711 -3.479 3.757 0.4 -0.3 -0.2 0.0398
C 0.321 -2.616 4.010 -0.2 0.1 0.1 -0.5358
C 1.551 -2.926 3.150 0.0 0.0 -0.1 -0.2923
F 1.963 -4.197 3.352 0.0 0.0 0.1 0.1008
F 2.547 -2.090 3.511 0.0 0.0 0.0 0.1083
F 0.619 -2.551 5.321 0.0 0.0 0.0 0.1507
F -0.099 -1.382 3.635 0.0 0.1 0.1 0.1344
H -2.240 -4.570 4.382 0.0 0.0 0.0 0.1493
H -1.348 -3.847 5.703 0.2 -0.1 0.0 0.1475
H -0.022 -5.702 6.999 0.0 0.0 0.0 0.1723
H 1.316 -2.778 2.098 0.0 0.0 0.0 0.1335
C -2.784 2.562 2.719 0.4 0.1 0.5 -0.0345
C -3.550 1.343 2.192 -0.2 0.2 -0.1 -0.4401
C -2.953 0.596 0.999 0.1 -0.1 0.0 -0.3067
F -2.862 1.391 -0.087 0.0 0.0 0.0 0.1008
F -3.768 -0.442 0.683 0.0 0.0 0.0 0.0860
F -4.834 1.670 1.937 0.0 0.0 0.0 0.1386
F -3.548 0.432 3.209 0.1 0.0 0.0 0.1053
O -3.213 3.843 2.298 -0.4 -0.2 -0.3 0.0560
C -2.758 4.429 1.154 0.2 0.0 0.2 -0.5503
C -3.897 4.673 0.155 -0.2 0.0 0.0 -0.2788
F -4.526 3.521 -0.136 0.0 0.0 0.0 0.1068
F -3.381 5.174 -0.995 0.1 0.1 0.0 0.0859
F -1.747 3.747 0.590 0.0 0.0 -0.1 0.1529
F -2.277 5.648 1.492 0.1 0.1 -0.1 0.1427
H -2.981 2.561 3.790 0.0 0.0 0.0 0.1513
H -1.708 2.434 2.596 0.0 -0.1 -0.2 0.1518
H -1.960 0.206 1.244 0.0 0.0 0.0 0.1629
H -4.615 5.383 0.570 0.0 0.0 0.0 0.1770
C -0.485 7.840 -3.621 -0.3 -0.2 -0.4 -0.0406
C 0.387 7.232 -2.515 0.2 0.3 0.0 -0.4409
C -0.218 7.119 -1.115 -0.1 -0.2 0.1 -0.3080
F -0.542 8.331 -0.619 0.0 0.0 0.0 0.0989
F 0.696 6.557 -0.292 0.0 0.0 0.0 0.1004
F 1.576 7.864 -2.459 0.0 0.0 0.0 0.1379
F 0.621 5.941 -2.897 0.0 -0.1 0.0 0.1006
O -0.290 9.204 -3.937 0.4 0.1 0.4 0.0531
C -0.946 10.209 -3.288 -0.1 -0.1 -0.2 -0.5487
C 0.020 11.142 -2.544 0.0 0.1 0.0 -0.2875
F 0.769 10.453 -1.665 0.0 0.0 0.0 0.1037
F -0.706 12.059 -1.866 0.0 0.0 0.0 0.1002
F -1.914 9.750 -2.475 0.0 0.0 0.0 0.1529
F -1.543 10.974 -4.232 -0.1 0.0 0.0 0.1403
H -0.176 7.317 -4.524 0.0 0.0 0.0 0.1494
H -1.539 7.607 -3.463 0.0 0.0 0.2 0.1483
H -1.109 6.485 -1.134 0.0 0.0 0.0 0.1558
H 0.670 11.647 -3.261 0.0 0.0 0.0 0.1747
```
Positions in Å, forces in eV/Å.

Values from the calculation:
Frontier orbital gap   0.3451 Ha
Structure (SMILES)   Cc1cccc(CNC(=O)OCCc2ccccc2)c1.FC(F)C(F)(F)COC(F)(F)C(F)F.FC(F)C(F)(F)COC(F)(F)C(F)F.FC(F)C(F)(F)COC(F)(F)C(F)F
2S+1   1
E_LUMO   0.38 eV



Which value of 2S+1 does entry 2 give?
2